Entry from OMol25: an isolated ion of composition C17H23N2O3S and charge +1 (wB97M-V/def2-TZVPD).

Calculated values
HOMO energy (Eh): -0.4116
Kohn-Sham gap (eV): 8.441
Multiplicity: 1
SMILES: CCOc1ccc(C[NH2+]CCc2ccc(S(N)(=O)=O)cc2)cc1
Charge: +1

Structure (XYZ):
```
46
Properties=species:S:1:pos:R:3:forces:R:3
S -1.62507 1.84333 0.17107 0.07 0.44 0.08
O -2.21720 1.51814 -1.09338 0.23 0.41 -0.14
O -1.99346 1.09693 1.33434 0.10 0.25 0.21
O -2.80888 -1.92666 0.32255 -0.10 -0.09 0.33
N -1.81956 3.46573 0.48174 0.10 -0.73 -0.13
N 3.37604 -1.32684 0.70951 -0.11 -0.01 0.36
C 4.28151 0.72915 -0.39621 -0.12 0.04 -0.06
C 4.59240 -0.51568 0.45900 0.58 0.35 -0.13
C 0.71220 1.64312 -1.25896 -0.03 0.09 -0.03
C 2.85228 1.18794 -0.25359 -0.03 0.10 -0.06
C 0.14736 1.70785 -0.00266 -0.43 -0.06 -0.09
C 0.91794 1.58718 1.13518 0.08 -0.08 0.16
C -5.10754 -1.41384 0.04817 0.46 -0.07 -0.09
C -3.74042 -1.39094 -0.61398 -0.42 0.18 -0.27
C -0.92370 -1.46744 -1.13347 -0.42 -0.07 0.08
C 0.44631 -1.52368 -1.29835 0.26 -0.26 0.18
C 0.68836 -2.50888 0.86908 -0.06 0.04 -0.18
C 1.27254 -2.03792 -0.30861 0.05 0.07 -0.07
C 2.76867 -2.03827 -0.46684 -0.55 -0.25 -0.43
C 2.27549 1.33707 1.01156 -0.14 0.37 -0.20
C -0.67190 -2.44998 1.04883 -0.20 0.07 0.00
C 2.06524 1.37499 -1.38330 0.02 0.08 0.19
C -1.50828 -1.92159 0.05253 0.58 -0.10 -0.14
H 0.87759 -1.17824 -2.22578 0.04 0.08 -0.11
H 1.29896 -2.94436 1.64853 0.05 -0.09 0.15
H 3.04368 -1.50882 -1.37774 0.12 0.03 0.10
H 0.07817 1.76476 -2.12176 -0.03 -0.03 -0.19
H 2.89149 1.29610 1.90034 0.07 -0.07 0.14
H -1.53243 -1.06103 -1.92293 -0.11 0.05 -0.08
H -5.37746 -2.43079 0.31985 -0.07 -0.07 0.01
H 3.18049 -3.04888 -0.51117 0.15 0.14 0.10
H 2.50866 1.29767 -2.36459 0.05 -0.06 -0.13
H -5.08770 -0.80568 0.94786 -0.05 0.07 0.09
H -5.85281 -1.01788 -0.63482 -0.09 0.04 -0.07
H -2.27268 3.64826 1.36198 -0.08 -0.10 0.28
H -3.73961 -2.01021 -1.52070 0.07 0.08 0.08
H 5.34066 -1.13545 -0.03666 -0.09 -0.05 0.12
H -2.25756 3.96356 -0.27569 -0.07 0.04 -0.28
H 0.44273 1.66338 2.09924 0.02 -0.01 0.21
H 3.55273 -2.00809 1.45181 -0.06 0.20 -0.08
H 4.98996 -0.21364 1.42978 -0.10 -0.15 -0.02
H -1.12973 -2.81200 1.95434 -0.07 -0.06 0.13
H 4.48258 0.52523 -1.44770 0.03 0.00 0.03
H 2.64627 -0.66066 1.04385 0.22 -0.49 -0.02
H -3.45744 -0.36576 -0.87412 0.00 -0.23 0.01
H 4.96161 1.52704 -0.09310 0.08 -0.08 0.00
```
Forces are in eV/Å.



Entry from OMol25: a 2-piece molecular cluster, C13H21Cl3N3O4S overall (wB97M-V/def2-TZVPD).

Calculated values
HOMO energy (Eh): -0.4666
Kohn-Sham gap (eV): 8.316
Multiplicity: 1
Charge: +1

Structure (XYZ):
```
45
Properties=species:S:1:pos:R:3:forces:R:3
Cl -0.06317 1.60767 -1.72403 0.16 -0.22 -0.13
Cl -2.34369 -1.80833 -3.79265 0.03 0.05 0.03
Cl -1.02633 2.55375 1.06682 -0.09 0.01 -0.12
S 1.61047 5.75316 5.46475 -0.06 -0.04 -0.13
O 0.40573 4.74109 5.14610 0.26 -0.19 -0.05
O 2.22069 5.79976 3.98019 -0.23 0.10 -0.01
O 2.52175 5.09714 6.32594 -0.02 -0.01 0.12
O 1.08083 7.03032 5.76493 0.08 0.09 0.05
N 0.61457 -1.26499 -2.75042 0.97 -2.42 0.83
N 0.49092 -0.78175 -0.53197 0.63 0.65 -0.09
N -1.12476 -2.23704 -1.45485 0.32 1.96 0.90
C -0.43823 0.09422 2.07072 -0.09 0.49 0.05
C 1.94498 -0.68344 -0.83204 0.68 -0.62 -1.82
C -0.45076 0.95289 0.83653 0.12 -0.27 0.50
C -0.06560 -1.48054 -1.60575 0.31 0.81 -0.46
C -0.92544 -4.13293 -3.10884 -0.02 0.38 -0.53
C 2.06925 -1.09026 -2.33962 -1.50 0.30 0.12
C -0.48045 -4.02728 -4.57031 0.23 -0.05 0.02
C 0.21546 4.64518 3.73223 -0.21 0.38 -0.15
C -3.01343 -2.00064 0.07537 0.42 -0.01 -0.26
C -1.71228 -2.34344 -0.14008 -0.98 -0.10 0.31
C -1.77730 -2.95857 -2.55886 -0.27 -0.22 -0.28
C -0.03530 0.54528 -0.35612 -0.86 0.07 0.25
C 1.60573 4.80911 3.15507 0.12 -0.38 -0.01
H 2.18371 3.88501 3.23608 -0.03 -0.02 -0.01
H -0.44584 5.45597 3.41731 0.01 -0.02 -0.06
H 0.60483 -2.13536 -3.28194 -0.56 0.56 -0.87
H -1.54666 -5.02387 -3.04554 0.11 -0.07 0.30
H 2.49176 -2.08564 -2.43906 0.55 0.23 -0.12
H -1.31312 -4.16051 -5.25634 -0.06 0.06 0.04
H -2.68634 -3.36297 -2.13511 0.05 0.08 0.20
H -0.23477 3.69135 3.47978 0.01 -0.08 0.24
H -1.37097 -0.46722 2.12176 0.10 -0.17 0.09
H -0.05854 -4.26147 -2.45802 -0.07 -0.13 0.10
H 2.48812 -0.35304 -3.01367 0.40 -0.04 0.18
H -1.06182 -2.62020 0.68550 0.02 -1.54 -0.53
H -0.01419 -3.07481 -4.82437 -0.01 0.02 -0.04
H 0.24685 -4.81117 -4.77906 -0.03 -0.04 0.01
H 2.33003 0.32627 -0.75496 -0.15 0.04 0.63
H 2.53764 -1.41966 -0.29821 -0.16 0.31 0.64
H -3.37519 -0.99009 -0.10449 -0.49 -0.50 -1.80
H -3.72115 -2.74513 0.42748 0.32 0.56 1.85
H -0.40386 0.74792 2.93938 0.00 -0.06 0.06
H 0.43189 -0.55487 2.11077 -0.11 -0.19 -0.13
H 1.59399 5.13913 2.11957 0.07 0.20 0.06
```
Forces are in eV/Å.



Entry from OMol25: C42H36BMnNO4Te as an isolated structure (wB97M-V/def2-TZVPD).

Calculated values
HOMO energy (spin up / spin down) (Eh): -0.2685 / -0.2891
Kohn-Sham gap (spin up / spin down) (eV): 7.395 / 7.899
Energy above the lowest of the compared OMol25 structures with the same formula, charge and spin (eV): 0.228
Multiplicity: 6

Structure (XYZ):
```
86
Properties=species:S:1:pos:R:3:forces:R:3
Te -0.78173 4.26696 1.61861 0.04 -0.04 0.10
Mn 1.10010 -0.34528 -0.33625 -0.56 -0.07 0.13
O 2.29592 1.16958 -0.62609 0.22 0.40 -0.44
O 3.28624 -1.30808 -1.08373 -0.03 0.06 0.24
O -1.10141 -2.70767 -1.18085 0.07 0.05 0.02
O -0.23398 -1.52423 -2.93478 -0.09 -0.06 0.13
N -0.39378 1.64348 -0.91544 0.14 0.12 0.18
C -1.69012 1.90310 -0.28778 -0.02 -0.11 -0.09
C 1.44617 6.89861 -1.04797 0.00 0.00 0.02
C -3.00893 3.38874 -4.07064 0.02 0.01 0.01
C -1.55282 5.26099 -3.68631 0.02 -0.03 0.01
C 1.36874 1.97014 -4.04376 -0.16 0.04 -0.08
C 2.23175 1.16010 -1.93956 0.25 0.13 0.33
C -1.13938 -2.43333 -3.40936 0.12 0.11 -0.04
C 5.23202 -1.13740 -2.37847 -0.15 0.11 0.00
C -2.60249 -4.13829 -2.53193 -0.09 -0.05 -0.08
C 6.83540 -2.92476 -2.53129 -0.01 0.04 0.00
C 1.22209 1.83994 -2.66746 -0.14 0.09 0.09
C 3.17947 0.41319 -2.68345 0.20 0.07 0.25
C -0.98274 3.09572 -2.80023 0.09 0.04 0.09
C 3.28863 0.57992 -4.05985 0.07 -0.18 -0.06
C -2.72163 4.73796 -4.22485 0.02 0.00 0.01
C 5.56820 -2.47555 -2.20090 0.04 -0.09 0.04
C -0.49836 -1.69515 2.17551 -0.09 0.02 -0.09
C -1.52887 -2.66605 -4.70823 -0.09 -0.04 -0.06
C 1.66091 -2.79389 1.48796 -0.02 0.03 -0.05
C 0.77224 0.72954 2.65493 -0.03 0.02 -0.12
C -2.14246 2.57056 -3.35910 -0.03 -0.04 -0.02
C 2.41466 1.39505 -4.75924 0.00 0.04 -0.06
C 0.48242 6.35431 -0.20872 0.07 -0.04 -0.01
C 6.17505 -0.24778 -2.88134 0.04 0.06 0.00
C -3.01397 -4.38257 -3.84400 0.04 0.02 0.03
C 7.77955 -2.03172 -3.02390 -0.01 0.02 -0.01
C -0.67892 4.44022 -2.98791 0.00 -0.01 0.01
C 2.79139 4.92025 -0.79339 -0.07 -0.02 -0.03
C 3.86736 -0.68499 -1.96675 0.02 -0.12 -0.34
C -1.66289 -3.15099 -2.34972 -0.02 -0.04 0.17
C -0.06191 2.20761 -2.01366 -0.01 -0.13 -0.27
C 0.67122 5.08660 0.33746 0.06 -0.01 -0.08
C -2.48832 -3.66065 -4.91045 0.04 0.02 0.04
C 2.52300 1.58135 -6.25167 0.01 0.01 0.05
C -1.20696 -0.63028 2.69846 0.03 0.07 0.02
C 7.45234 -0.69303 -3.19190 -0.03 -0.02 -0.02
C 2.59939 6.18174 -1.34085 -0.01 -0.01 -0.01
C -2.00383 3.33116 0.12918 -0.11 0.12 0.06
C 1.49088 -0.35026 2.13869 0.13 -0.05 0.18
C 1.83060 4.37032 0.04713 -0.02 0.04 -0.02
C -0.57186 0.58652 2.94347 -0.05 -0.05 -0.03
C 0.86536 -1.57788 1.89625 0.16 -0.26 0.32
B -0.19133 -1.67434 -1.51805 -0.13 -0.16 -0.41
H -1.31648 6.30985 -3.81197 0.00 0.01 -0.01
H -3.40158 5.37753 -4.77291 0.01 0.00 0.00
H -2.35987 1.51452 -3.24967 0.01 -0.01 0.00
H 3.68305 4.35105 -1.02401 0.00 0.00 -0.01
H 8.77204 -2.38122 -3.27777 0.01 0.01 0.01
H 2.48722 -2.54669 0.82074 0.02 0.01 0.02
H -2.26350 -0.74125 2.90857 0.01 0.00 0.01
H 3.38327 1.04407 -6.65046 0.00 -0.01 0.01
H 4.82425 -3.15224 -1.80107 0.00 0.01 -0.01
H 4.03570 0.01075 -4.60457 -0.02 0.02 0.02
H -0.99785 -2.63201 1.96174 0.00 0.01 0.01
H -2.99250 3.33048 0.59200 -0.02 0.01 -0.04
H 2.64008 2.63522 -6.51138 0.00 0.00 0.00
H 1.97866 3.37600 0.45021 -0.02 0.00 -0.06
H -0.41724 6.91241 0.01661 0.00 0.00 0.02
H -2.49965 1.58202 -0.94980 0.00 -0.06 -0.05
H 0.60468 2.50720 -4.59681 0.02 0.00 0.02
H 8.19007 0.00422 -3.56681 0.00 -0.01 0.00
H -3.00527 -4.69274 -1.69487 0.01 0.00 0.00
H 2.08188 -3.26089 2.38111 0.00 -0.03 -0.01
H -2.82733 -3.87444 -5.91563 0.00 0.00 0.00
H -3.75534 -5.14779 -4.03307 0.00 0.00 0.00
H -1.11007 -2.09763 -5.52795 0.00 -0.01 0.00
H 7.09016 -3.96838 -2.40060 0.00 0.00 -0.01
H 1.26611 1.67865 2.81886 -0.01 -0.02 -0.01
H 1.63301 1.21565 -6.76766 0.00 0.00 0.02
H 1.02484 -3.52156 0.98517 0.00 0.01 0.00
H -3.90673 2.97026 -4.50711 0.00 0.00 0.00
H 5.91379 0.79609 -3.00860 0.00 -0.03 0.01
H 0.23686 4.84377 -2.57394 0.03 0.01 0.02
H -1.74434 1.25911 0.58896 0.03 -0.01 0.03
H 3.34709 6.60733 -1.99800 0.01 0.00 0.00
H -1.12835 1.42539 3.34010 0.00 -0.01 0.01
H 1.29727 7.88530 -1.46872 0.00 0.00 -0.01
H -2.04227 4.02705 -0.70589 0.00 -0.05 -0.01
H 2.56265 -0.25501 1.99177 0.00 0.00 -0.09
```
Forces are in eV/Å.



Entry from OMol25: a 2-piece molecular cluster, C7H16N3O overall (wB97M-V/def2-TZVPD).

Calculated values
HOMO energy (Eh): -0.4563
Kohn-Sham gap (eV): 9.837
Energy above the lowest of the compared OMol25 structures with the same formula, charge and spin (eV): 1.240
Multiplicity: 1
Charge: +1

Structure (XYZ):
```
27
Properties=species:S:1:pos:R:3:forces:R:3
O 2.75050 -1.76415 -0.23072 1.41 -2.22 -2.97
N -1.87376 -0.88294 -0.05189 0.28 2.01 -1.44
N 0.06451 0.35024 0.57988 0.27 -1.39 -0.37
N 2.62083 0.74377 0.94967 -0.45 0.95 0.51
C -2.31094 0.29744 -0.87505 -1.01 0.94 0.45
C -0.72568 -0.66479 0.60456 0.57 -3.31 0.59
C 3.38556 -0.70943 -0.84507 -1.22 2.25 3.27
C 3.36464 0.52289 -0.22598 2.04 -2.17 -3.59
C -2.91571 -1.79273 0.34864 -2.32 0.30 -0.71
C -2.00152 1.59351 -0.02320 1.92 -2.22 -0.11
C -0.43092 1.51061 -0.05665 0.16 3.35 -0.80
H -2.29756 1.43106 1.05194 -0.36 0.78 -1.23
H -0.37550 -1.59969 1.10809 -0.20 0.97 0.03
H 4.02906 1.29113 -0.68932 -1.08 -0.41 0.79
H -2.32473 2.43648 -0.61854 -0.36 0.44 0.66
H -3.42737 0.20024 -1.05397 1.52 0.02 -0.10
H 2.85296 0.13484 1.69385 0.79 -1.21 0.98
H -3.57335 -2.11548 -0.50911 1.01 0.61 0.45
H 3.86946 -0.93237 -1.75144 0.73 0.18 -0.92
H 2.81761 1.67574 1.34321 -0.64 -0.32 -0.45
H -3.62280 -1.29431 1.03509 0.32 -0.09 -0.05
H 0.13259 2.33561 0.48567 -1.14 -0.33 -0.76
H -0.15922 1.63244 -1.16459 0.10 -0.41 1.49
H -2.64537 -2.71453 0.79121 1.10 -0.70 0.60
H 3.03155 -2.56330 -0.85964 -1.33 2.09 2.45
H 1.46828 0.39644 0.79460 -0.91 0.98 0.05
H -1.70313 0.48128 -1.83122 -1.20 -1.12 1.17
```
Forces are in eV/Å.



Entry from OMol25: C6H6O3 as an isolated structure (wB97M-V/def2-TZVPD).

Calculated values
HOMO energy (Eh): -0.2779
Kohn-Sham gap (eV): 7.503
Energy above the lowest of the compared OMol25 structures with the same formula, charge and spin (eV): 7.988
Multiplicity: 1

Structure (XYZ):
```
15
Properties=species:S:1:pos:R:3:forces:R:3
O -0.52496 -0.90803 1.05531 -3.43 -0.63 1.16
O -1.97893 1.37147 0.32921 -4.46 0.10 -0.08
O 0.39844 -0.70596 -1.03680 -0.96 -0.04 -2.03
C 3.63137 0.88642 -0.20731 -3.85 -5.20 1.68
C 0.62433 -0.37408 1.07810 7.61 1.00 2.97
C -1.99884 0.14390 -0.56089 -3.83 0.45 -1.31
C -0.84877 -0.93861 -0.29005 -0.12 0.17 -1.27
C 2.68240 0.00012 0.04991 3.52 5.52 -3.91
C 1.28531 -0.35473 -0.09716 0.70 1.06 4.15
H -3.13125 -0.44435 -0.50806 3.35 1.46 0.29
H -0.94230 -2.01650 -0.45888 -1.73 0.43 -0.79
H 4.69071 1.14500 -0.21308 -0.68 -0.09 0.03
H -3.16238 1.89728 0.46625 5.50 -2.93 -0.93
H -2.05654 0.60243 -1.62890 0.81 -1.33 1.61
H 1.33143 -0.30438 2.02236 -2.43 0.02 -1.55
```
Forces are in eV/Å.



Looking at energy for the records above, in order, we have -1394.77967, -2751.55523, -3421.74590, -515.52585, -457.64357 hartree.